1.
{
  "formula": "C5H10O",
  "method": "wB97M-V/def2-TZVPD",
  "homo_lumo_gap_ev": 11.0,
  "smiles": "C[C@H]1C[C@H]1CO",
  "largest_force_ev_per_a": 1.0,
  "relative_energy_kj_mol": 131.4,
  "symbols": ["C", "C", "C", "C", "C", "O", "H", "H", "H", "H", "H", "H", "H", "H", "H", "H"],
  "xyz": [[-1.65527, -0.43559, 0.48532], [-0.82615, 0.41194, -0.47145], [0.02025, 1.54978, 0.01148], [0.71630, 0.40619, -0.66583], [1.65269, -0.55172, 0.06918], [1.30432, -1.89475, -0.24295], [-1.95018, -1.39668, 0.04135], [-1.11884, -0.63386, 1.41859], [-2.59590, 0.06550, 0.76374], [-1.39310, 0.62416, -1.38367], [-0.01987, 2.52905, -0.45597], [0.14922, 1.56201, 1.09166], [0.94193, 0.51423, -1.72657], [2.73697, -0.49785, -0.17171], [1.65076, -0.34973, 1.16068], [0.41519, -1.96344, 0.12308]],
  "forces_ev_per_a": [[0.203, -0.033, 0.088], [-0.035, 0.062, -0.111], [0.155, 0.081, 0.255], [-0.391, -0.388, -0.293], [0.398, 0.167, 0.193], [-0.248, 0.118, 0.580], [0.190, 0.168, 0.038], [-0.012, -0.035, -0.035], [0.356, 0.020, -0.138], [0.444, -0.126, 0.120], [-0.049, -0.160, 0.056], [0.054, 0.187, -0.098], [0.166, 0.158, 0.280], [-0.786, 0.492, -0.379], [-0.394, -0.218, -0.302], [-0.052, -0.495, -0.256]],
  "nbo_charge": [-0.626, -0.220, -0.417, -0.253, -0.075, -0.707, 0.210, 0.202, 0.221, 0.211, 0.218, 0.206, 0.220, 0.193, 0.156, 0.461]
}

***

2.
{
  "formula": "C3H6NO2",
  "method": "wB97M-V/def2-TZVPD",
  "charge": -1,
  "homo_lumo_gap_ev": 7.3,
  "smiles": "CC(=O)NC[O-]",
  "largest_force_ev_per_a": 2.5,
  "relative_energy_kj_mol": 143.0,
  "symbols": ["O", "C", "N", "C", "O", "C", "H", "H", "H", "H", "H", "H"],
  "xyz": [[-2.14072, 0.20441, -0.62002], [-0.95867, 0.26538, -0.29694], [-0.28403, -0.75023, 0.26367], [1.24506, -1.00966, 0.28938], [1.97767, -0.25440, 1.05762], [-0.06190, 1.51890, -0.52839], [-0.84092, -1.42878, 0.74985], [1.49465, -0.95318, -0.80099], [1.27228, -2.11284, 0.50851], [-0.25072, 2.08387, 0.38812], [0.96293, 1.17840, -0.59421], [-0.57884, 2.08068, -1.30626]],
  "forces_ev_per_a": [[-0.506, 0.431, 0.300], [1.501, 0.104, -0.489], [0.134, -0.286, 0.582], [0.242, 0.127, -0.162], [-0.170, 0.069, 0.125], [-2.243, -0.999, 0.540], [-0.290, -0.281, -0.237], [0.009, 0.050, -0.153], [-0.211, 0.096, 0.091], [0.561, 0.070, 0.086], [0.250, 0.604, -0.233], [0.722, 0.016, -0.448]],
  "nbo_charge": [-0.705, 0.687, -0.673, 0.152, -0.904, -0.730, 0.368, 0.056, 0.068, 0.220, 0.259, 0.202]
}

***

3.
{
  "formula": "C3H5F6N2P",
  "method": "wB97M-V/def2-TZVPD",
  "homo_lumo_gap_ev": [8.3, 7.1],
  "largest_force_ev_per_a": 4.8,
  "relative_energy_kj_mol": 227.2,
  "symbols": ["C", "C", "C", "N", "N", "F", "F", "F", "F", "F", "F", "P", "H", "H", "H", "H", "H"],
  "xyz": [[0.66379, -0.00154, 0.28061], [-4.10506, 0.83413, 0.03150], [-2.97032, -1.63733, 0.05757], [-0.11804, 1.24442, 0.17105], [-1.25134, 1.22951, -0.40822], [-3.94679, 0.49418, -1.25918], [-5.40563, 0.76031, 0.38023], [-3.82325, 2.15988, 0.17468], [-4.27606, -2.03320, -0.13506], [-2.45971, -2.63382, 0.78833], [-2.34325, -1.64687, -1.10289], [-2.99257, -0.08788, 1.11198], [1.51461, 0.23577, 0.80149], [0.26805, -0.51954, 1.13567], [0.71783, -0.43085, -0.65473], [-0.13853, 1.85430, 0.88402], [-1.32042, 0.67927, -1.29903]],
  "forces_ev_per_a": [[-1.904, 2.431, 2.229], [-0.379, 1.407, 0.012], [-1.755, -0.421, 1.215], [1.296, -3.440, -3.143], [-2.818, 0.029, -1.106], [-0.631, 0.419, -0.223], [-0.083, -0.538, -0.496], [-0.048, -0.153, -0.346], [0.420, 0.258, -0.607], [0.829, -0.398, 0.361], [0.238, 0.114, -0.720], [1.843, -0.204, 0.060], [3.148, 0.832, -0.008], [-1.430, -1.396, -0.282], [0.338, -1.353, -1.556], [0.429, 2.430, 3.280], [0.507, -0.016, 1.330]],
  "nbo_charge": [-0.446, 0.694, 0.718, -0.286, -0.404, -0.331, -0.328, -0.337, -0.350, -0.338, -0.324, 0.365, 0.213, 0.211, 0.219, 0.366, 0.357]
}

***

4.
{
  "formula": "C4H7ClO2S",
  "method": "wB97M-V/def2-TZVPD",
  "homo_lumo_gap_ev": 9.3,
  "largest_force_ev_per_a": 3.6,
  "relative_energy_kj_mol": 132.8,
  "symbols": ["C", "C", "C", "C", "O", "O", "S", "Cl", "H", "H", "H", "H", "H", "H", "H"],
  "xyz": [[0.46564, 0.02248, -0.58537], [0.46263, -0.93201, 0.38294], [-1.13535, 1.79984, -0.54829], [0.33917, 1.49375, -0.44046], [-0.43613, -3.07018, 1.33349], [0.62735, -0.65684, 1.80064], [-0.07988, -2.67660, 0.01817], [1.69833, -3.69425, -0.49522], [0.11110, -0.36204, -1.55607], [-1.55195, 1.09021, 0.06555], [-1.56002, 1.87762, -1.54311], [-1.21142, 2.76703, -0.08134], [0.74917, 1.71518, 0.47520], [0.89133, 2.02696, -1.21940], [0.63003, -1.40115, 2.39327]],
  "forces_ev_per_a": [[-0.973, -2.275, 0.296], [0.578, 0.642, 1.560], [1.243, 2.098, -0.220], [0.447, -1.054, -2.457], [-0.854, -1.377, 2.503], [-0.036, 1.109, -3.465], [0.889, 2.117, -1.889], [0.009, 0.338, 0.123], [0.561, -0.059, 0.274], [-1.923, -1.451, 1.171], [0.119, -0.422, -0.115], [-0.668, 0.531, 0.153], [0.654, 1.083, 2.241], [0.172, -0.146, 0.102], [-0.218, -1.134, -0.278]],
  "nbo_charge": [-0.202, 0.047, -0.593, -0.433, -0.921, -0.711, 1.308, -0.285, 0.210, 0.210, 0.213, 0.214, 0.220, 0.215, 0.509]
}

***

5.
{
  "formula": "CCl2S3",
  "method": "wB97M-V/def2-TZVPD",
  "homo_lumo_gap_ev": 8.3,
  "smiles": "S=C(Cl)SSCl",
  "largest_force_ev_per_a": 2.2,
  "relative_energy_kj_mol": 0.0,
  "symbols": ["C", "S", "S", "S", "Cl", "Cl"],
  "xyz": [[0.85513, 0.80704, -0.30242], [1.62020, 1.96727, -1.13934], [-0.81177, 0.56030, -0.71119], [-1.79786, -0.60140, 0.89711], [1.59274, -0.21365, 0.86067], [-1.45844, -2.51957, 0.39517]],
  "forces_ev_per_a": [[0.409, 0.470, -0.229], [-0.215, -0.481, 0.301], [-1.276, -1.034, 1.348], [1.070, 1.218, -1.435], [-0.028, -0.023, 0.074], [0.040, -0.150, -0.058]],
  "nbo_charge": [-0.452, 0.111, 0.260, 0.123, 0.089, -0.132]
}

***

6.
{
  "formula": "C8H8O5S",
  "method": "wB97M-V/def2-TZVPD",
  "homo_lumo_gap_ev": 8.5,
  "largest_force_ev_per_a": 6.5,
  "relative_energy_kj_mol": 73.3,
  "symbols": ["C", "C", "C", "C", "C", "C", "C", "C", "O", "O", "O", "O", "O", "S", "H", "H", "H", "H", "H", "H", "H", "H"],
  "xyz": [[0.91360, 0.35878, 0.34984], [0.56411, -0.95348, 0.59748], [2.18241, 0.41859, -0.10485], [1.62908, -1.70561, 0.10610], [-1.37880, 1.71735, -0.00273], [-1.61771, 0.73795, -1.12898], [-0.28777, 1.16775, 0.84991], [-0.85742, -0.75934, 1.09254], [-2.03962, -1.95583, -1.09981], [-3.37229, -0.53482, 0.43462], [2.62467, -0.85330, -0.22078], [2.97003, 1.41584, -0.63834], [1.97899, -2.98967, -0.04493], [-2.12431, -0.84885, -0.21310], [-1.03298, 2.66747, -0.21254], [-2.22814, 1.66648, 0.53319], [-2.38155, 1.11032, -1.70368], [-0.76721, 0.53228, -1.67703], [-0.19346, 1.59363, 1.74200], [-1.06484, -0.99009, 2.06378], [3.73882, 1.35331, -0.07075], [2.74438, -3.14875, -0.65194]],
  "forces_ev_per_a": [[0.602, 2.757, 0.279], [0.277, -2.130, -1.011], [-0.814, 1.291, -0.690], [-0.399, 0.162, 0.662], [3.162, -2.521, -1.174], [0.054, -0.772, 2.874], [-1.000, -5.978, -2.456], [1.841, 2.697, -3.627], [0.411, -0.830, -0.389], [-0.165, -0.080, 0.150], [0.551, -0.142, -0.776], [-0.603, -1.203, 0.877], [-0.041, -0.707, 0.007], [0.339, 2.479, 0.610], [-0.051, 2.344, -1.230], [-2.994, 0.725, 2.148], [-2.088, 0.150, -1.643], [1.734, -0.514, -1.294], [0.582, 1.778, 3.760], [-1.190, -0.867, 2.307], [0.791, 0.596, -0.108], [-0.999, 0.764, 0.722]],
  "nbo_charge": [-0.188, -0.238, 0.510, 0.610, -0.458, -0.595, -0.023, -0.464, -0.918, -0.954, -0.440, -0.659, -0.668, 2.140, 0.227, 0.236, 0.236, 0.222, 0.195, 0.237, 0.482, 0.509]
}